Record 1
# C3H3NO2

2 unconnected molecules or ions with the total composition C3H3NO2 in a non-equilibrium geometry (ωB97M-V/def2-TZVPD, the OMol25 dataset).

XYZ file:
```
9
Properties=species:S:1:pos:R:3:lowdin_charge:R:1
O 1.303 -2.977 0.032 0.034
C 0.821 -2.159 0.655 0.004
C -0.257 0.925 1.023 -0.036
N 0.254 1.208 -0.099 0.037
C -0.272 0.613 -1.250 -0.355
O -0.164 -0.556 -1.531 0.025
H -1.123 0.264 1.131 0.086
H 0.162 1.359 1.932 0.078
H -0.758 1.349 -1.914 0.126
```

Computed properties:
- ΔE to the lowest compared entry with this formula, charge and spin: 181.1 kJ/mol
- Largest force on an atom: 0.0280 hartree/bohr
- Lowest unoccupied orbital energy: 0.0220 hartree

Record 2
# C5H9N3O

A gas-phase ion, C5H9N3O (charge +2) in a non-equilibrium geometry (ωB97M-V/def2-TZVPD, the OMol25 dataset).

XYZ file:
```
18
Properties=species:S:1:pos:R:3:lowdin_charge:R:1
C 2.306 1.089 1.046 0.069
C 1.160 0.054 0.657 -0.097
C 1.369 -1.008 1.426 -0.040
O 1.495 -1.819 2.227 0.359
C 0.172 0.256 -0.328 -0.263
N 0.167 1.410 -0.995 0.285
N -0.742 -0.702 -0.533 0.149
C -2.069 -0.512 -0.620 0.007
N -2.782 -1.542 -1.007 0.269
H 1.796 1.974 1.141 0.071
H 3.138 1.276 0.424 0.106
H 2.747 0.806 1.906 0.065
H 0.748 2.206 -0.847 0.146
H -0.715 1.660 -1.450 0.155
H -0.261 -1.586 -0.399 0.197
H -2.313 0.504 -0.373 0.180
H -3.772 -1.676 -0.828 0.172
H -2.443 -2.390 -1.448 0.170
```

Computed properties:
- ΔE to the lowest compared entry with this formula, charge and spin: 0.0 kJ/mol
- Largest force on an atom: 0.0968 hartree/bohr
- Total charge: +2
- SMILES: CC(=C=O)C(=[NH2+])NC=[NH2+]
- Lowest unoccupied orbital energy: -0.3548 hartree

Record 3
# C13H21Cl8N5O10

8 unconnected molecules or ions with the total composition C13H21Cl8N5O10 in a non-equilibrium geometry (ωB97M-V/def2-TZVPD, the OMol25 dataset).

XYZ file:
```
57
Properties=species:S:1:pos:R:3:lowdin_charge:R:1
C -28.580 -20.530 1.675 0.078
N -28.366 -21.676 0.649 -0.416
O -27.549 -21.510 -0.247 -0.037
O -28.945 -22.738 0.820 0.042
H -29.662 -20.416 1.740 0.096
H -27.989 -19.659 1.392 0.073
H -28.261 -21.052 2.577 0.077
C -24.328 -22.176 -1.619 0.026
N -23.780 -23.535 -1.990 -0.399
O -23.290 -23.621 -3.142 0.041
O -23.806 -24.391 -1.195 0.075
H -25.344 -22.091 -2.005 0.059
H -23.695 -21.403 -2.056 0.057
H -24.372 -22.020 -0.541 0.042
C -22.124 -19.343 2.379 0.067
N -23.162 -19.459 1.284 -0.398
O -24.157 -20.229 1.395 -0.031
O -22.965 -18.748 0.320 0.052
H -22.573 -19.005 3.313 0.103
H -21.376 -18.640 2.012 0.097
H -21.666 -20.331 2.338 0.081
C -23.582 -27.194 -0.276 -0.012
N -22.583 -28.256 -0.407 -0.403
O -22.965 -29.453 -0.609 0.038
O -21.426 -27.847 -0.288 0.046
H -23.907 -26.869 -1.265 0.071
H -23.073 -26.426 0.307 0.080
H -24.372 -27.654 0.317 0.075
C -22.503 -26.465 -3.898 0.044
N -23.773 -27.095 -4.375 -0.417
O -24.301 -26.676 -5.391 0.061
O -24.333 -27.969 -3.683 0.028
H -22.674 -26.095 -2.887 0.057
H -22.280 -25.569 -4.477 0.090
H -21.824 -27.315 -3.970 0.110
Cl -24.641 -19.042 -3.092 0.543
C -26.385 -18.848 -2.696 -1.953
Cl -27.312 -20.416 -3.034 0.515
Cl -26.626 -18.343 -1.058 0.564
Cl -27.082 -17.570 -3.718 0.512
Cl -27.027 -23.892 3.639 0.569
C -25.420 -24.336 3.161 -2.048
Cl -24.848 -23.175 1.996 0.613
Cl -24.401 -24.445 4.570 0.556
Cl -25.419 -25.989 2.401 0.525
C -19.879 -23.363 2.270 -0.076
C -21.201 -23.455 1.916 -0.082
C -21.586 -22.744 0.760 -0.118
C -20.750 -21.869 0.125 -0.118
C -19.401 -21.812 0.445 -0.094
C -18.964 -22.507 1.567 -0.067
H -19.489 -23.903 3.120 0.097
H -22.000 -23.964 2.436 0.074
H -22.604 -22.932 0.451 0.031
H -21.003 -21.261 -0.731 0.103
H -18.787 -21.232 -0.229 0.103
H -17.911 -22.497 1.807 0.095
```

Computed properties:
- Largest force on an atom: 0.0940 hartree/bohr
- SMILES: C[N+](=O)[O-].C[N+](=O)[O-].C[N+](=O)[O-].C[N+](=O)[O-].C[N+](=O)[O-].ClC(Cl)(Cl)Cl.ClC(Cl)(Cl)Cl.c1ccccc1
- Lowest unoccupied orbital energy: -0.0172 hartree

Record 4
# C16H46N7O7P3

3 unconnected molecules or ions with the total composition C16H46N7O7P3 in a non-equilibrium geometry (ωB97M-V/def2-TZVPD, the OMol25 dataset).

XYZ file:
```
79
Properties=species:S:1:pos:R:3:lowdin_charge:R:1
C -7.015 3.466 -2.689 -0.140
N -5.619 3.172 -2.905 -0.350
C -4.870 2.964 -1.679 -0.127
P -4.736 2.907 -4.377 0.701
O -4.684 1.408 -4.219 -0.290
N -5.567 2.981 -5.876 -0.305
C -6.896 3.528 -6.085 -0.119
C -5.316 1.861 -6.785 -0.145
N -4.327 4.552 -4.367 -0.326
C -5.124 5.647 -3.856 -0.105
C -3.251 4.950 -5.280 -0.125
H -7.128 4.345 -2.038 0.082
H -7.542 2.630 -2.213 0.085
H -7.541 3.702 -3.610 0.043
H -4.313 3.870 -1.395 0.073
H -4.151 2.148 -1.779 0.059
H -5.528 2.699 -0.850 0.083
H -7.647 3.100 -5.415 0.068
H -7.226 3.306 -7.100 0.079
H -6.913 4.619 -6.014 0.077
H -5.962 0.999 -6.575 0.084
H -4.284 1.527 -6.721 0.068
H -5.488 2.184 -7.814 0.079
H -6.190 5.535 -4.053 0.061
H -4.802 6.571 -4.334 0.089
H -4.998 5.781 -2.777 0.082
H -3.636 5.199 -6.276 0.079
H -2.527 4.142 -5.393 0.074
H -2.703 5.809 -4.889 0.079
C 4.488 -0.089 5.062 -0.131
N 3.728 -1.168 4.483 -0.331
C 2.397 -0.794 4.032 -0.120
P 4.171 -2.774 4.128 0.661
O 4.271 -2.762 2.638 -0.280
N 5.785 -3.292 4.483 -0.295
C 6.738 -2.585 5.322 -0.130
C 6.474 -3.998 3.403 -0.147
N 3.536 -3.378 5.563 -0.326
C 3.494 -2.681 6.830 -0.103
C 3.356 -4.826 5.631 -0.121
H 3.941 0.362 5.901 0.083
H 4.693 0.705 4.333 0.084
H 5.441 -0.418 5.465 0.042
H 1.629 -1.066 4.769 0.080
H 2.144 -1.291 3.096 0.042
H 2.330 0.281 3.854 0.086
H 6.883 -1.542 5.027 0.064
H 7.715 -3.063 5.249 0.077
H 6.477 -2.637 6.383 0.074
H 6.954 -3.315 2.691 0.083
H 5.788 -4.630 2.846 0.066
H 7.240 -4.650 3.830 0.077
H 4.385 -2.083 7.026 0.063
H 3.415 -3.412 7.634 0.087
H 2.626 -2.020 6.907 0.081
H 4.262 -5.331 5.987 0.080
H 3.113 -5.227 4.646 0.078
H 2.525 -5.086 6.289 0.080
C 3.866 -2.936 -0.862 -0.117
C 4.006 -1.526 -1.439 -0.229
C 2.730 -0.663 -1.373 -0.204
N 1.973 -0.959 -0.169 -0.001
O 0.650 -0.445 -0.334 -0.006
C -0.147 -0.888 0.638 -0.651
O 0.235 -1.296 1.691 0.144
O -1.467 -0.759 0.333 -0.137
P -1.989 -1.562 -1.039 0.803
O -3.551 -1.135 -1.204 -0.234
O -2.133 -3.145 -0.694 -0.227
H 4.867 -3.366 -0.779 0.069
H 3.433 -2.953 0.134 0.043
H 3.292 -3.604 -1.508 0.071
H 4.764 -1.007 -0.849 0.100
H 4.328 -1.610 -2.476 0.102
H 3.070 0.383 -1.354 0.110
H 2.110 -0.749 -2.263 0.119
H 2.408 -0.542 0.649 0.131
H -3.629 -0.575 -1.990 0.039
H -2.835 -3.497 -1.258 0.057
```

Computed properties:
- Largest force on an atom: 0.1327 hartree/bohr
- SMILES: CN(C)P(=O)(N(C)C)N(C)C.CN(C)P(=O)(N(C)C)N(C)C.CCCNOC(=O)OP(O)O
- Lowest unoccupied orbital energy: 0.0023 hartree

Record 5
# C6H11NO

C6H11NO in the gas phase in a non-equilibrium geometry (ωB97M-V/def2-TZVPD, the OMol25 dataset).

XYZ file:
```
19
Properties=species:S:1:pos:R:3:lowdin_charge:R:1
C 1.804 -0.100 0.241 -0.076
C 0.532 0.295 -0.448 -0.387
C -0.041 -0.876 -1.186 -0.191
N -0.646 -1.593 -0.041 -0.037
C -0.804 -0.632 1.130 -0.125
C -0.719 0.706 0.404 -0.410
O -1.833 0.808 -0.411 -0.013
C 0.274 1.780 -0.071 0.040
H 1.831 -1.218 0.356 0.100
H 1.898 0.383 1.223 0.085
H 2.717 0.121 -0.356 0.096
H -0.656 -0.499 -2.057 0.123
H 0.608 -1.472 -1.847 0.111
H -1.541 -2.089 -0.135 0.107
H -1.778 -0.906 1.534 0.103
H -0.063 -0.897 1.929 0.116
H -2.415 1.468 0.000 0.123
H -0.440 2.528 -0.512 0.117
H 1.273 2.192 0.248 0.118
```

Computed properties:
- ΔE to the lowest compared entry with this formula, charge and spin: 482.2 kJ/mol
- Largest force on an atom: 0.0664 hartree/bohr
- SMILES: C[C@@]12CNC[C@@]1(O)C2
- Lowest unoccupied orbital energy: 0.0299 hartree

Record 6
# C4H9DyN2O6P

A molecular structure, C4H9DyN2O6P in a non-equilibrium geometry (ωB97M-V/def2-TZVPD, the OMol25 dataset).

XYZ file:
```
23
Properties=species:S:1:pos:R:3:lowdin_charge:R:1
N 2.966 -0.032 1.960 0.181
P 2.385 -0.597 0.512 0.580
O 1.274 -1.627 0.816 -0.021
O 3.507 -1.289 -0.299 -0.017
N 1.764 0.633 -0.428 -0.100
O 2.222 1.931 -0.030 0.072
C 0.364 0.712 -0.659 -0.493
O -0.157 0.358 -1.675 0.104
O -0.306 1.283 0.320 0.140
C -1.672 1.218 0.092 -0.136
C -2.268 -0.126 0.616 -0.199
C -3.170 -0.970 -0.256 -0.101
O -3.607 -0.168 0.781 0.105
H 3.963 -0.257 2.087 0.100
H 1.416 -2.481 0.370 0.148
H 3.341 -1.319 -1.257 0.142
H 3.123 2.019 -0.383 0.153
H -1.896 1.328 -0.963 -0.075
H -2.218 1.970 0.647 0.187
H -1.619 -0.673 1.282 0.181
H -3.274 -0.528 -1.224 -0.152
H -3.258 -2.026 -0.088 0.174
Dy -2.883 0.642 -2.220 2.027
```

Computed properties:
- Largest force on an atom: 0.1726 hartree/bohr
- Expectation value of S²: 9.774
- 2S+1: 6
- Total charge: +3
- Lowest unoccupied orbital energy (spin up / spin down): -0.4507 / -0.4759 hartree